Entry 1:
48
Properties=species:S:1:pos:R:3:forces:R:3 method="wB97M-V/def2-TZVPD" total_charge=+2 max_force_ev_per_a=2.45 total_energy_ha=-2141.313250 homo_lumo_gap_ev=3.20
C 0.8446 -4.2130 1.8219 0.0 0.3 0.1
C -0.2746 -3.4327 1.1423 -0.1 -0.1 -0.3
C -0.0692 -1.9404 1.2928 -1.3 -0.2 0.3
O 0.9447 -1.3799 0.4003 -0.4 0.0 1.0
C 0.6121 -1.4578 -1.0241 0.7 0.0 -0.6
C 0.2317 -0.0750 -1.6081 -0.2 0.1 0.1
C -0.3930 -0.4154 -2.9012 -0.2 0.0 -0.3
N -0.9412 -0.6958 -3.8720 0.2 0.0 0.3
C -0.8367 0.6452 -0.7483 0.1 -0.1 0.3
C -2.2232 -0.0075 -0.7673 -0.1 -0.1 0.0
C -3.2632 0.6869 0.1500 0.1 0.0 -0.1
C -2.7157 1.5910 1.2438 -0.1 0.0 0.6
O -2.1533 2.8149 0.7500 0.2 -0.5 -0.7
C -3.0701 3.7055 0.2359 0.2 0.1 0.1
O -3.9755 4.1297 0.8625 -0.5 0.0 0.1
C 1.5370 0.7895 -1.9348 0.1 -0.1 -0.2
Cl 1.0914 2.4731 -2.3151 0.0 0.0 -0.1
C 2.1341 0.2049 -3.1484 0.0 -0.1 0.1
N 2.6135 -0.3228 -4.0466 0.0 -0.1 0.0
C 2.6614 0.7453 -0.8610 0.2 0.2 0.0
I 4.5072 1.5667 -1.5743 0.1 0.0 0.0
C 2.3018 1.3866 0.4774 -0.1 0.4 -0.1
C 2.5868 2.8529 0.7602 0.0 0.0 0.4
I 3.5667 0.3222 1.9441 -0.6 -0.9 0.0
H 0.6514 -5.2875 1.8442 0.2 0.0 0.0
H 0.9482 -3.9143 2.8785 -0.1 -0.1 0.0
H 1.8043 -4.0953 1.2811 0.0 -0.2 -0.1
H -1.2478 -3.6824 1.5721 0.1 0.0 0.0
H -0.3233 -3.7100 0.0863 -0.1 0.0 0.1
H -0.9960 -1.3635 1.2744 0.1 0.1 -0.5
H 0.3045 -1.7901 2.3299 -0.7 0.4 0.0
H -0.2021 -2.1646 -1.1747 0.0 0.1 0.2
H 1.4791 -1.8513 -1.5622 0.0 -0.1 0.1
H -0.9367 1.6829 -1.0520 0.1 -0.1 -0.1
H -0.4688 0.6739 0.2806 0.0 0.1 0.0
H -2.1730 -1.0699 -0.4948 0.1 0.1 0.0
H -2.6011 -0.0039 -1.7916 0.0 0.0 0.1
H -3.9670 1.2446 -0.4734 0.0 0.0 0.2
H -3.8577 -0.0799 0.6547 0.0 0.1 -0.1
H -3.4894 1.8004 1.9860 0.0 0.1 -0.1
H -1.9022 1.0990 1.7899 -0.1 0.1 0.0
H -2.8502 3.9806 -0.8041 0.2 0.1 0.1
H 2.9304 -0.3014 -0.7231 -0.2 0.0 -0.1
H 1.2815 1.1612 0.7807 0.1 -0.3 0.1
H 2.0940 3.4668 0.0029 0.1 -0.1 0.0
H 2.1638 3.1214 1.7306 -0.1 0.0 -0.1
H 3.6517 3.0870 0.7927 -0.1 0.0 -0.3
Pd 2.1967 -1.9467 2.0329 2.3 0.5 -0.5


Entry 2:
53
Properties=species:S:1:pos:R:3:forces:R:3 method="wB97M-V/def2-TZVPD" de_lowest_kj_mol=0.0 total_charge=+2 max_force_ev_per_a=3.50 total_energy_ha=-12888.384273 homo_lumo_gap_ev="3.88 / 3.88"
Mn -14.2285 -3.9912 7.0609 -1.6 0.2 -2.5
C -14.5868 -5.0263 8.9515 2.7 -0.2 -2.2
C -13.5759 -3.9862 8.8967 0.4 -0.8 1.9
C -12.5012 -4.4441 8.0220 -0.7 0.9 -0.3
C -12.9665 -5.6395 7.3751 0.1 1.4 1.0
C -14.2408 -6.0086 7.9782 1.2 1.2 0.7
C -14.8788 -7.3279 7.8676 0.2 -0.1 -1.5
C -12.2873 -6.3285 6.2459 -1.6 0.5 -2.0
C -11.3897 -3.5875 7.4574 2.0 -0.6 1.0
C -13.6159 -2.8088 9.8311 1.1 0.5 0.6
C -15.8124 -4.9829 9.6776 -1.7 -1.3 1.4
H -15.9557 -7.3315 7.8175 -0.3 0.1 0.5
H -14.4586 -7.8262 8.7239 -0.3 -0.8 0.4
H -14.5530 -7.8354 6.9512 0.1 0.0 0.3
H -11.8401 -7.2515 6.5673 0.2 -0.5 -0.1
H -11.5658 -5.7290 5.6161 -0.6 -0.4 1.2
H -13.1776 -6.5165 5.5493 1.4 -0.4 0.5
H -11.6522 -3.2734 6.4683 -0.1 0.1 -0.7
H -10.4353 -4.2278 7.3415 -1.3 1.2 0.4
H -11.1784 -2.6308 8.0117 -0.1 -1.3 -0.2
H -12.8847 -2.0296 9.5487 -0.4 -0.3 -0.1
H -13.2736 -3.0750 10.8411 -0.3 -0.3 -0.2
H -14.5929 -2.3221 9.9428 0.1 -0.3 -0.2
H -16.4745 -5.8383 9.4017 0.3 0.9 0.0
H -16.2575 -4.0357 9.4679 -0.9 0.5 0.1
H -15.6878 -5.0748 10.7678 0.2 0.2 -0.3
O -17.3288 -3.3759 5.0543 -0.1 -0.9 0.7
Cl -16.7051 -4.1790 6.0604 0.9 -0.1 -0.3
O -16.2111 -3.3259 7.1606 -0.1 0.0 -0.3
O -15.4178 -4.7410 5.4823 -0.8 0.2 0.9
O -17.4761 -5.2233 6.6360 -0.3 0.2 -0.9
C -13.0177 0.9862 3.0610 -1.3 -0.9 -1.0
C -13.1014 -0.4270 3.5908 -0.5 1.0 0.0
C -12.8478 -1.6103 2.9970 0.5 -0.1 -2.2
C -13.1021 -2.8547 3.6211 0.8 2.0 1.8
N -13.4627 -2.8121 4.9424 -0.1 -0.3 -1.0
C -13.6788 -1.6228 5.5462 0.3 -0.8 0.7
S -14.0305 -1.6520 7.2269 0.5 0.4 -1.4
N -13.5128 -0.4666 4.8600 -0.5 0.1 1.6
C -12.8093 -4.1330 2.9371 -1.5 0.5 0.8
H -12.1809 1.3723 3.5541 1.2 1.2 0.9
H -13.9712 1.4765 3.3941 1.0 -0.1 -0.5
H -12.8229 1.1199 1.9703 -0.5 -0.5 0.9
H -12.4118 -1.4383 1.9933 -0.5 -1.0 0.5
H -13.6166 0.3810 5.4242 -0.1 -0.2 -0.5
H -12.1417 -3.9875 2.1090 0.0 -0.1 -0.4
H -13.8162 -4.5041 2.6843 0.5 -0.3 -0.4
H -12.4205 -4.7810 3.6892 0.4 -0.8 0.3
Se -21.5564 -5.5497 -0.0649 -0.8 0.2 1.2
Sb -19.5672 -4.1597 1.4158 -0.5 1.6 -0.6
Se -18.6627 -6.0196 2.2041 1.3 -2.0 1.0
Se -19.5646 -2.1481 0.3658 0.0 0.7 -0.2
Se -22.1559 -4.9034 1.9984 0.0 -0.4 -1.4


Entry 3:
47
Properties=species:S:1:pos:R:3:forces:R:3 method="wB97M-V/def2-TZVPD" de_lowest_kj_mol=0.0 multiplicity=2 max_force_ev_per_a=0.39 s2=0.760 total_energy_ha=-1492.828273 homo_lumo_gap_ev="6.59 / 7.39"
Tc -0.9002 0.5712 -0.4041 -0.1 0.0 0.2
C 4.3769 -0.1579 -1.1909 0.0 0.0 0.0
C 3.4315 0.4651 -2.2288 0.0 0.0 0.0
C 3.8801 1.9002 -2.5356 0.0 0.0 0.0
C 3.4604 -0.3712 -3.5149 0.0 0.0 0.0
C 2.0713 0.4809 -1.6664 0.0 0.0 -0.1
C 0.9536 0.4926 -1.1842 0.0 0.1 0.0
H 5.3962 -0.1803 -1.5833 0.0 0.0 0.0
H 4.0737 -1.1795 -0.9567 0.0 0.0 0.0
H 4.3707 0.4218 -0.2671 0.0 0.0 0.0
H 4.8944 1.8965 -2.9420 0.0 0.0 0.0
H 3.8686 2.5078 -1.6302 0.0 0.0 0.0
H 3.2159 2.3629 -3.2667 0.0 0.0 0.0
H 4.4715 -0.3883 -3.9287 0.0 0.0 0.0
H 2.7867 0.0500 -4.2623 0.0 0.0 0.0
H 3.1480 -1.3964 -3.3132 0.0 0.0 0.0
C 1.3461 -2.1390 1.0613 0.0 0.0 0.0
C 0.3767 -2.0296 2.2008 0.0 0.1 -0.1
C 0.5541 -2.7394 3.3799 0.0 0.0 0.0
C -0.3494 -2.6334 4.4270 0.0 0.0 0.0
C -1.4520 -1.8028 4.3005 0.0 0.0 0.0
C -1.6644 -1.0637 3.1461 -0.1 0.0 0.0
C -2.8473 -0.1523 2.9980 -0.1 0.0 0.0
C -0.7400 -1.1822 2.0981 0.0 0.1 0.1
N -0.9487 -0.4735 0.9312 0.2 -0.3 -0.2
H 2.0662 -2.9363 1.2446 0.0 0.0 0.0
H 1.8831 -1.2021 0.9063 0.0 0.0 0.0
H 0.8244 -2.3407 0.1237 0.0 0.0 0.0
H 1.4151 -3.3912 3.4719 0.0 0.0 0.0
H -0.1952 -3.1978 5.3376 0.0 0.0 0.0
H -2.1619 -1.7188 5.1154 0.0 0.0 0.0
H -3.4688 -0.1772 3.8926 0.0 0.0 0.0
H -3.4635 -0.4439 2.1425 0.0 0.0 0.0
H -2.5346 0.8771 2.8170 0.0 0.0 0.0
Cl -1.6852 3.3151 1.3599 0.0 0.0 0.0
C -0.4198 2.4339 0.3667 0.0 0.0 -0.2
H 0.4562 2.4089 1.0081 0.0 0.0 0.1
H -0.1903 3.1132 -0.4611 0.0 0.0 0.0
N -5.7553 0.1484 -2.6113 0.0 0.0 0.0
N -4.6962 0.8072 -2.0142 -0.1 0.0 0.0
N -4.7886 2.0617 -1.6283 0.1 0.1 0.0
C -3.6187 2.2357 -1.0313 -0.1 -0.1 0.0
N -2.8813 1.1139 -1.0751 0.0 0.1 0.0
N -3.6028 0.2039 -1.7186 0.1 -0.1 0.0
H -6.2857 0.8407 -3.1283 0.0 0.0 0.0
H -5.3742 -0.5535 -3.2363 0.0 0.0 0.0
H -3.2974 3.1423 -0.5496 0.0 0.0 0.0


Entry 4:
47
Properties=species:S:1:pos:R:3:forces:R:3 method="wB97M-V/def2-TZVPD" max_force_ev_per_a=4.32 total_energy_ha=-2266.095223 smiles="CCP(C)c1c([PH2]=S)c(F)c(CCCCN)c2nc(C)c(I)nc12" homo_lumo_gap_ev=6.95
C -1.6826 4.5988 -0.3676 -0.2 0.1 -0.1
C -1.4066 4.3194 -1.8990 -0.4 0.8 1.4
P -0.0374 3.0949 -2.2704 0.7 -0.1 -0.7
C 1.5774 3.6990 -1.4761 -0.2 -0.3 0.4
C -0.3457 1.4342 -1.4474 -0.8 -2.2 0.4
C -0.6559 0.3129 -2.3417 0.6 0.4 1.6
P -0.7540 0.4632 -4.2218 -1.2 -1.2 0.2
S -2.3673 -0.3963 -4.9404 0.2 0.4 0.1
C -0.8844 -1.0536 -1.7798 0.5 1.9 2.3
F -1.1681 -2.1265 -2.5831 0.5 1.5 1.0
C -0.7904 -1.2503 -0.3568 -0.7 -0.2 -0.6
C -0.9928 -2.7231 0.1750 1.5 0.2 -0.9
C 0.2593 -3.5600 -0.3980 -0.1 0.6 0.1
C 0.6816 -4.7717 0.5345 0.9 0.5 -1.3
C 2.1061 -4.5120 1.1891 0.1 -0.1 0.4
N 2.0293 -4.1056 2.6318 -0.1 0.2 -1.0
C -0.4763 -0.1393 0.6129 -0.5 -1.2 -2.8
N -0.4138 -0.4884 1.9576 1.0 4.1 -0.9
C -0.0790 0.6100 2.6765 -0.2 -0.2 1.6
C 0.0878 0.3979 4.2327 0.2 -0.8 -1.4
C 0.1496 1.9933 2.1423 -0.3 -1.2 -1.6
I 0.6741 3.5645 3.5269 -0.3 -0.7 -1.0
N 0.0668 2.2874 0.8329 -0.2 -1.9 2.2
C -0.2616 1.1952 0.0410 -0.1 -0.5 -1.0
H -2.4523 5.4181 -0.2757 0.7 -0.9 0.0
H -0.7541 4.9300 0.1653 -0.8 -0.3 -0.5
H -2.0506 3.6751 0.1576 0.3 1.0 -0.6
H -2.3758 4.0425 -2.4075 1.2 -0.1 0.4
H -1.1063 5.3120 -2.3539 0.0 -1.2 0.2
H 2.1709 2.7611 -1.2668 -0.6 1.0 -0.2
H 1.3829 4.2273 -0.5079 0.4 -0.4 -0.9
H 2.1715 4.3203 -2.2013 -0.8 -0.5 0.7
H -0.6905 1.8342 -4.5735 0.6 -0.6 0.3
H 0.3811 -0.2845 -4.6921 -0.1 0.9 0.4
H -1.9356 -3.1761 -0.2208 0.7 0.5 0.6
H -0.9092 -2.7776 1.2891 -0.5 0.3 -1.0
H 1.0962 -2.8009 -0.4723 -0.7 -1.0 0.2
H 0.0746 -3.8818 -1.4637 0.0 0.2 1.2
H 0.7861 -5.6713 -0.1420 -0.4 0.7 1.0
H -0.1186 -4.9108 1.3091 0.9 -0.2 -0.6
H 2.6594 -3.6911 0.6439 -0.7 -0.9 0.5
H 2.7874 -5.4114 1.1177 -1.0 0.7 0.1
H 1.8548 -3.0938 2.6501 -0.2 -0.6 0.3
H 1.2375 -4.5983 3.0583 0.4 0.5 -0.1
H -0.2858 -0.6389 4.4739 0.3 1.2 -0.2
H 1.1990 0.3910 4.4136 -1.1 0.3 0.2
H -0.4390 1.1809 4.8278 0.6 -0.7 -0.5


Entry 5:
47
Properties=species:S:1:pos:R:3:forces:R:3 method="wB97M-V/def2-TZVPD" de_lowest_kj_mol=65.5 max_force_ev_per_a=1.01 total_energy_ha=-1486.921106 smiles="Cn1c(=O)oc2cc(S(=O)(=O)NCCN3CCCCCC3)ccc21" homo_lumo_gap_ev=9.31
C -4.8213 -1.3415 -1.2473 -0.1 -0.1 -0.1
N -4.2013 -0.3723 -0.3869 0.1 0.3 0.3
C -3.0776 0.3763 -0.6429 0.4 0.4 0.2
C -2.2208 0.4454 -1.7270 -0.2 -0.1 0.2
C -1.1609 1.3360 -1.6332 0.1 0.1 -0.1
C -0.9822 2.1162 -0.5049 0.6 0.5 -0.2
C -1.8429 2.0747 0.5817 -0.6 -0.2 0.3
C -2.8902 1.1854 0.4911 0.6 -0.1 -0.8
O -3.8760 0.9196 1.3947 0.0 0.3 0.4
C -4.6891 -0.0367 0.8613 -0.5 -0.6 -0.3
O -5.6514 -0.4996 1.3993 0.0 0.1 0.2
H -1.6956 2.7253 1.4268 0.0 0.1 0.2
S 0.4421 3.2145 -0.4433 0.4 -0.3 -0.2
O 0.1481 4.2848 0.4594 -0.2 -0.2 0.3
O 0.8214 3.5028 -1.7932 -0.1 -0.3 -0.1
N 1.6861 2.3409 0.2157 -0.5 0.7 -0.5
H 1.9369 1.5302 -0.3337 0.0 -0.1 -0.2
C 1.6589 2.0456 1.6274 -0.1 -0.2 0.5
C 1.0477 0.6633 1.9152 0.1 0.2 0.0
N 1.6180 -0.3298 1.0260 0.0 0.0 0.2
C 0.7224 -1.3855 0.5867 -0.2 0.0 -0.4
C 0.7847 -1.5266 -0.9379 0.1 -0.4 0.2
H 0.6910 -0.5272 -1.3670 -0.1 0.0 0.0
C 2.0659 -2.1798 -1.4481 -0.1 0.3 -0.1
H 2.0607 -2.1382 -2.5398 0.0 -0.1 0.0
H 2.0741 -3.2346 -1.1619 0.0 -0.1 0.0
C 3.3433 -1.5205 -0.9303 0.1 -0.3 0.0
C 3.5838 -1.7990 0.5543 0.0 0.2 0.0
H 4.6550 -1.7717 0.7637 0.0 -0.1 0.1
C 2.9141 -0.7902 1.4902 0.1 -0.1 0.0
H 3.5533 0.0931 1.5668 0.1 0.0 0.1
H 2.8409 -1.2366 2.5001 0.0 0.1 -0.1
H 3.2421 -2.8104 0.7819 0.0 0.0 0.0
H 3.3042 -0.4442 -1.1024 0.1 0.1 -0.1
H 4.1846 -1.9196 -1.5012 0.0 0.1 0.0
H -0.0710 -2.1169 -1.2740 -0.1 0.0 -0.1
H -0.3050 -1.1270 0.8611 0.1 0.0 0.1
H 0.9563 -2.3442 1.0667 -0.1 0.0 0.1
H -0.0279 0.7141 1.7370 0.1 -0.1 0.1
H 1.2072 0.4152 2.9784 -0.1 0.0 -0.1
H 1.0798 2.8358 2.1060 0.1 -0.1 0.2
H 2.6847 2.0953 2.0050 -0.1 0.1 0.0
H -0.4662 1.4621 -2.4482 0.0 -0.1 -0.1
H -2.3711 -0.1618 -2.6042 0.0 -0.1 -0.1
H -5.1347 -0.8749 -2.1825 0.0 0.0 0.0
H -4.1290 -2.1569 -1.4633 0.0 0.0 0.0
H -5.6930 -1.7310 -0.7233 0.1 0.0 -0.1